DFT (wB97M-V/def2-TZVPD) results for a single C15H20N2O2S2 molecule.

Relative energy (zero: lowest compared OMol25 entry of this formula, charge and spin) (kcal/mol): 35.6
SMILES string: CCCCS(=O)(=O)c1sc2nc3c(cc2c1N)CCCC3
Orbital gap (hartree): 0.3018

ORCA input file:
```
! wB97M-V def2-TZVPD RIJCOSX def2/J DEFGRID3
* xyz 0 1
C -2.19 -6.37 -3.12
C -1.97 -5.44 -1.93
C -1.97 -4.01 -2.47
C -1.80 -2.94 -1.35
S -0.07 -2.78 -0.78
O 0.87 -2.91 -1.90
O 0.25 -3.80 0.24
C 0.09 -1.13 -0.03
S -0.30 -0.90 1.66
C 0.22 0.80 1.55
N 0.26 1.65 2.58
C 0.73 2.90 2.39
C 1.11 3.35 1.11
C 1.05 2.44 0.04
C 0.69 1.15 0.29
C 0.68 -0.04 -0.58
N 1.30 -0.11 -1.80
C 1.51 4.81 0.87
C 1.85 5.48 2.19
C 0.74 5.26 3.21
C 0.74 3.80 3.60
H -3.05 -6.09 -3.72
H -1.31 -6.38 -3.79
H -2.33 -7.36 -2.73
H -2.71 -5.52 -1.21
H -1.01 -5.72 -1.53
H -1.14 -3.88 -3.19
H -2.91 -3.79 -3.02
H -2.12 -1.96 -1.73
H -2.46 -3.17 -0.51
H 1.44 2.77 -0.93
H 2.08 0.56 -1.88
H 1.55 -1.10 -2.06
H 2.41 4.86 0.25
H 0.72 5.38 0.40
H 2.80 5.05 2.55
H 2.02 6.59 1.98
H -0.21 5.52 2.75
H 0.85 5.85 4.14
H -0.09 3.59 4.27
H 1.66 3.59 4.20
*
```